A 3-piece molecular cluster, C14H32BrN2O overall in a non-equilibrium geometry, computed with ωB97M-V/def2-TZVPD.

Calculated values
Calculated total energy = -90101.237 eV
Relative energy (zero: lowest compared OMol25 entry of this formula, charge and spin) = 0.0 kJ/mol
Orbital gap = 7.97 eV

ORCA input file:
```
! RIJCOSX wB97M-V def2-TZVPD def2/J DEFGRID3
* xyz 1 1
Br 0.8602 2.7728 -2.2077
C 4.4668 3.1472 0.1219
C 4.7293 1.8894 -0.6349
O 4.9560 0.8520 -0.1131
N 4.5518 2.0462 -2.1151
H 3.5869 2.3901 -2.1982
H 5.1945 2.7401 -2.4963
C 4.5868 0.7846 -2.9373
H 5.2052 3.9270 -0.0844
H 4.5540 2.9709 1.1903
H 3.4701 3.5315 -0.1141
H 5.6278 0.4737 -2.8808
H 4.2960 0.9553 -3.9696
H 3.9251 0.0372 -2.5132
C -4.8489 -3.5886 0.6677
C -3.4016 -3.2420 1.0459
C -2.9261 -1.9002 0.4850
C -1.6268 -1.4579 1.1557
N -0.8486 -0.3880 0.3449
C -0.3378 -0.9628 -0.9836
C 1.1059 -1.3692 -0.8136
C 1.4442 -1.1557 0.6476
C 0.4551 -0.1330 1.1296
C -1.6558 0.8678 0.1932
C -2.2370 1.4221 1.4944
C -3.1715 2.5723 1.2588
H -5.1213 -4.4617 1.2595
H -5.0278 -3.7449 -0.3960
H -5.5714 -2.8122 0.9351
H -2.8244 -4.1031 0.7007
H -3.3218 -3.2863 2.1355
H -3.7394 -1.1774 0.5162
H -2.7023 -2.1215 -0.5605
H -0.8719 -2.2485 1.1812
H -1.7108 -1.2230 2.2148
H -0.3410 -0.1794 -1.7440
H -1.0233 -1.7396 -1.3068
H 1.7846 -0.7277 -1.3767
H 1.3072 -2.3883 -1.1412
H 2.4655 -0.8007 0.7921
H 1.4189 -2.0769 1.2354
H 0.7887 0.8430 0.7698
H 0.2940 -0.1353 2.2035
H -2.4472 0.5775 -0.5010
H -0.9585 1.4971 -0.3521
H -1.3935 1.7242 2.1234
H -2.7319 0.6631 2.1028
H -3.6107 2.9574 2.1779
H -3.9684 2.3549 0.5450
H -2.6551 3.4266 0.8120
*
```